Entry 1:
{"formula": "FFe2H10O5", "method": "wB97M-V/def2-TZVPD", "orbital_gap_ev": [6.6, 6.2], "charge": 3, "relative_energy_kj_mol": 0.00, "largest_force_ev_per_a": 2.38, "energy_ev": -81858.855, "multiplicity": 9, "species": ["Fe", "Fe", "F", "O", "H", "H", "O", "H", "H", "O", "H", "H", "O", "H", "H", "O", "H", "H"], "positions_angstrom": [[-0.079, -2.421, -0.330], [-2.698, 0.178, -0.836], [-0.851, -0.440, -0.174], [1.160, -1.842, -1.875], [0.865, -2.279, -2.698], [1.772, -1.139, -2.188], [1.402, -2.123, 0.995], [2.341, -2.375, 0.898], [1.351, -1.562, 1.788], [-2.594, 1.792, 0.317], [-3.382, 1.927, 0.885], [-1.994, 2.543, 0.529], [-0.101, 1.501, 1.990], [0.438, 1.134, 2.701], [-0.313, 0.779, 1.389], [1.175, 1.361, -1.383], [0.537, 0.745, -1.015], [0.970, 2.222, -0.995]], "lowdin_spin": [3.8259, 3.8519, 0.1131, 0.0598, 0.0020, 0.0031, 0.0634, 0.0024, 0.0022, 0.0680, 0.0031, 0.0034, 0.0005, 0.0000, -0.0001, 0.0016, -0.0004, 0.0000]}

Entry 2:
{"formula": "C4H9NO2", "method": "wB97M-V/def2-TZVPD", "orbital_gap_ev": 8.8, "charge": 0, "relative_energy_kj_mol": 382.10, "largest_force_ev_per_a": 1.70, "energy_ev": -9876.100, "smiles": "CNCC(=O)OC", "species": ["C", "N", "C", "C", "O", "O", "C", "H", "H", "H", "H", "H", "H", "H", "H", "H"], "positions_angstrom": [[-2.496, -0.183, 0.297], [-1.268, -0.542, -0.366], [-0.092, 0.144, 0.015], [0.669, 0.790, -1.108], [0.168, 1.178, -2.142], [1.964, 0.789, -0.766], [2.458, -0.278, 0.539], [-2.372, -0.309, 1.380], [-3.273, -0.879, -0.029], [-2.833, 0.848, 0.105], [-1.334, -0.571, -1.374], [0.685, -0.530, 0.374], [-0.239, 0.874, 0.824], [2.943, 0.521, 1.062], [3.031, -0.899, -0.125], [1.990, -0.953, 1.316]], "lowdin_charge": [-0.1330, -0.1105, -0.1969, -0.5202, 0.1018, -0.0277, 0.0856, 0.0790, 0.0770, 0.0816, 0.1101, 0.0519, 0.1526, 0.0721, 0.0768, 0.0997]}

Entry 3:
{"formula": "C32H32Cl2Ge2HgN2O", "method": "wB97M-V/def2-TZVPD", "orbital_gap_ev": 4.7, "charge": -2, "relative_energy_kj_mol": 0.00, "largest_force_ev_per_a": 0.85, "energy_ev": -180983.669, "species": ["Hg", "Cl", "C", "C", "C", "Cl", "C", "C", "C", "C", "N", "C", "C", "O", "H", "H", "H", "H", "C", "Ge", "C", "C", "Ge", "C", "C", "C", "C", "C", "C", "C", "C", "C", "C", "C", "C", "H", "H", "H", "H", "H", "H", "H", "H", "H", "H", "H", "H", "H", "H", "H", "H", "H", "H", "H", "C", "C", "C", "C", "C", "C", "C", "C", "N", "H", "H", "H", "H", "H", "H", "H", "H", "H"], "positions_angstrom": [[0.184, -0.533, -0.172], [1.365, 5.172, 0.207], [2.492, 3.874, 0.548], [3.836, 4.204, 0.733], [4.769, 3.238, 0.965], [6.461, 3.690, 1.149], [4.382, 1.874, 1.062], [5.289, 0.810, 1.273], [4.828, -0.467, 1.361], [3.439, -0.694, 1.281], [2.574, 0.266, 1.085], [3.014, 1.545, 0.926], [1.999, 2.553, 0.567], [0.820, 2.227, 0.296], [4.139, 5.242, 0.667], [6.348, 1.026, 1.339], [5.503, -1.304, 1.485], [3.026, -1.695, 1.349], [-2.841, -2.832, 2.221], [-3.415, -1.796, 0.647], [-5.371, -1.714, 0.755], [-3.002, -2.976, -0.868], [-2.093, 0.192, 0.383], [-2.605, 1.475, 1.784], [-3.537, 1.186, 2.780], [-3.842, 2.107, 3.779], [-3.210, 3.342, 3.797], [-2.271, 3.646, 2.817], [-1.967, 2.722, 1.826], [-2.929, 0.955, -1.261], [-2.671, 0.366, -2.504], [-3.233, 0.862, -3.673], [-4.063, 1.976, -3.632], [-4.325, 2.580, -2.411], [-3.765, 2.071, -1.243], [-3.348, -3.800, 2.239], [-3.053, -2.308, 3.156], [-1.764, -3.003, 2.162], [-5.729, -2.743, 0.845], [-5.801, -1.268, -0.144], [-5.719, -1.144, 1.619], [-3.409, -3.973, -0.677], [-1.919, -3.058, -0.992], [-3.430, -2.593, -1.797], [-4.048, 0.228, 2.780], [-4.571, 1.855, 4.541], [-3.438, 4.060, 4.577], [-1.756, 4.600, 2.831], [-1.200, 2.957, 1.095], [-2.008, -0.492, -2.562], [-3.009, 0.384, -4.620], [-4.492, 2.374, -4.545], [-4.964, 3.455, -2.363], [-3.985, 2.559, -0.299], [2.301, -0.051, -2.489], [3.040, -1.299, -2.105], [4.302, -1.510, -2.641], [5.061, -2.653, -2.396], [4.485, -3.628, -1.575], [3.236, -3.475, -1.015], [2.653, -4.535, -0.131], [2.430, -2.282, -1.229], [1.258, -2.221, -0.611], [2.847, 0.481, -3.272], [2.158, 0.650, -1.659], [1.298, -0.278, -2.871], [4.709, -0.737, -3.290], [6.044, -2.783, -2.831], [5.036, -4.544, -1.359], [3.364, -5.357, 0.011], [1.720, -4.932, -0.544], [2.371, -4.124, 0.844]], "lowdin_charge": [0.8780, 0.5985, -0.5988, -0.1773, -0.6328, 0.5850, -0.1897, -0.0522, -0.0534, -0.1491, 0.0891, -0.1451, -0.4564, -0.1554, 0.0888, 0.0744, 0.0976, 0.0891, -0.2701, 0.6146, -0.2693, -0.2689, 0.6818, -0.3707, -0.1342, -0.1191, -0.1241, -0.0932, -0.1098, -0.3610, -0.1420, -0.1093, -0.1274, -0.1145, -0.1154, 0.0049, 0.0003, 0.0128, 0.0042, 0.0075, -0.0043, 0.0074, 0.0035, 0.0030, 0.0637, 0.0866, 0.0852, 0.0957, 0.0772, 0.0802, 0.0917, 0.0845, 0.0881, 0.0885, -0.1101, -0.2564, -0.1239, -0.1717, -0.1289, -0.2753, -0.1152, -0.4753, -0.2144, 0.0627, 0.0328, 0.0507, 0.0850, 0.0574, 0.0811, 0.0531, 0.0600, 0.0500]}

Entry 4:
{"formula": "C6H10N2", "method": "wB97M-V/def2-TZVPD", "orbital_gap_ev": 8.7, "charge": 0, "relative_energy_kj_mol": 270.20, "largest_force_ev_per_a": 4.31, "energy_ev": -9361.637, "smiles": "[H]/N=C\\C(N)=C(\\C)C=C", "species": ["C", "C", "C", "N", "C", "C", "C", "N", "H", "H", "H", "H", "H", "H", "H", "H", "H", "H"], "positions_angstrom": [[1.372, -1.530, 0.306], [-0.312, -0.024, -0.923], [0.420, -0.393, 0.130], [-0.622, -0.753, -2.058], [-1.303, 1.058, -0.512], [0.092, 0.452, 1.386], [0.898, 1.428, 1.823], [-2.526, 1.050, -0.972], [-1.134, -0.188, -2.732], [0.115, -1.387, -2.344], [-2.853, 0.077, -1.040], [-0.865, 2.027, -0.221], [-0.579, -0.058, 2.077], [1.674, -1.945, -0.661], [2.270, -1.202, 0.841], [0.912, -2.334, 0.889], [1.564, 1.965, 1.153], [0.875, 1.760, 2.857]], "lowdin_charge": [-0.0471, -0.3162, -0.2667, 0.0994, -0.1966, -0.1707, 0.0104, 0.0769, 0.0928, 0.0894, 0.0478, 0.1076, 0.1094, 0.0712, 0.0810, 0.0860, 0.0699, 0.0555]}

Entry 5:
{"formula": "C3H3IrO", "method": "wB97M-V/def2-TZVPD", "orbital_gap_ev": [9.4, 7.7], "charge": 3, "relative_energy_kj_mol": 83.66, "largest_force_ev_per_a": 3.58, "energy_ev": -7995.837, "multiplicity": 6, "species": ["H", "O", "C", "C", "C", "H", "H", "Ir"], "positions_angstrom": [[-0.736, 0.758, -1.641], [-0.371, -1.297, -0.485], [0.125, 0.603, -0.984], [-0.047, 0.639, 0.416], [-0.480, -0.738, 0.622], [1.115, 0.786, -1.411], [0.543, 1.192, 1.144], [-0.150, -1.944, 2.339]], "lowdin_spin": [0.0181, 0.8466, 0.1487, 0.5832, 0.3468, 0.0230, 0.0298, 3.0038]}